Density functional theory data (ωB97M-V/def2-TZVPD) for C33H33BrN2O2PPdSeSi as an isolated structure.

## Properties
M	813.983	g/mol
LUMO (spin up / spin down)	-0.1741 / -0.1741	hartree
net charge	+1

```
75
Properties=species:S:1:pos:R:3:mulliken_charge:R:1
Pd 0.36 0.50 -0.18 -0.38
O 0.63 0.93 1.82 -0.15
N 1.85 0.97 2.27 -0.98
N 2.74 0.92 1.39 1.53
O 2.49 0.83 0.10 -0.81
C 4.12 0.94 1.80 0.42
C 4.45 1.01 3.15 -0.28
C 5.78 1.02 3.50 -0.63
C 6.77 0.96 2.53 -0.46
C 6.43 0.89 1.19 -0.60
C 5.09 0.87 0.81 -0.52
H 3.67 1.06 3.90 0.46
H 6.05 1.08 4.55 0.40
H 7.81 0.98 2.82 0.40
H 7.19 0.84 0.43 0.38
H 4.79 0.82 -0.22 0.41
C -1.53 1.38 -4.76 -0.97
Si 0.15 0.57 -4.62 0.46
C 1.57 1.77 -4.74 -1.05
C 0.33 -1.00 -5.59 -1.05
Se 0.35 -0.29 -2.43 0.10
H -1.75 1.64 -5.80 0.46
H -1.58 2.29 -4.18 0.22
H -2.32 0.70 -4.42 0.32
H 1.65 2.17 -5.76 0.39
H 2.51 1.29 -4.50 0.32
H 1.42 2.61 -4.06 0.32
H 0.27 -0.77 -6.66 0.38
H -0.45 -1.71 -5.34 0.32
H 1.30 -1.47 -5.40 0.33
C -3.51 -4.23 -1.65 -0.49
C -3.90 -2.90 -1.71 -0.79
C -3.17 -1.93 -1.05 -0.52
C -2.04 -2.30 -0.32 0.87
C -1.64 -3.63 -0.26 -0.31
C -2.38 -4.59 -0.93 -0.77
P -1.21 -1.01 0.60 2.12
C -2.41 -0.40 1.78 0.05
C -2.64 0.96 1.94 -0.07
C -3.61 1.39 2.83 -0.68
C -4.33 0.47 3.57 -0.61
C -4.11 -0.89 3.41 -0.73
C -3.16 -1.33 2.51 -0.68
C 0.13 -1.83 1.48 0.35
C 0.10 -2.06 2.85 -0.77
C 1.21 -2.61 3.48 -0.75
C 2.35 -2.91 2.75 -0.63
C 2.39 -2.69 1.38 -0.88
C 1.28 -2.16 0.74 0.01
H -4.08 -4.99 -2.16 0.42
H -4.78 -2.62 -2.28 0.45
H -3.48 -0.89 -1.10 0.46
H -0.76 -3.91 0.30 0.38
H -2.08 -5.63 -0.87 0.45
H -2.08 1.67 1.36 -0.04
H -3.79 2.45 2.95 0.50
H -5.09 0.81 4.27 0.42
H -4.69 -1.61 3.97 0.44
H -3.00 -2.40 2.36 0.53
H -0.76 -1.79 3.44 0.46
H 1.19 -2.79 4.54 0.44
H 3.22 -3.32 3.25 0.44
H 3.27 -2.93 0.81 0.49
H 1.30 -2.02 -0.34 0.35
Br -3.13 6.15 -0.62 -0.16
C -2.05 4.61 -0.55 -0.31
C -2.04 3.72 -1.62 -0.30
C -1.28 2.56 -1.55 0.16
C -0.52 2.31 -0.42 0.71
C -0.50 3.20 0.64 -0.54
C -1.27 4.36 0.56 -0.45
H -2.63 3.93 -2.50 0.52
H -1.30 1.89 -2.39 -0.22
H 0.09 3.03 1.53 0.50
H -1.26 5.06 1.39 0.47
```